(1)
A structure of composition C32H54F3I3NO11P2 in a non-equilibrium geometry. Source: the Open Molecules 2025 dataset; level of theory: ωB97M-V/def2-TZVPD.

XYZ file:
```
106
Properties=species:S:1:pos:R:3:lowdin_charge:R:1
I 2.36733 -1.13599 1.13040 0.60
I -1.96161 0.08491 -4.46355 1.22
I 2.58954 0.59712 -2.40357 0.99
P 0.65807 -1.65183 -0.51175 0.57
P -4.32248 -0.19255 1.15922 0.85
F 1.55889 3.26644 -0.60049 -0.12
F -4.77609 -2.34390 -5.74516 -0.12
F -7.39249 -0.35640 -0.05420 -0.07
O -5.33247 0.84625 1.58735 -0.40
O -2.51783 2.02737 1.43248 -0.21
O 7.45732 -5.47191 2.50796 0.08
O 4.53654 -0.02035 4.35807 0.04
O 0.38110 -3.32567 -0.29695 -0.36
O 6.43508 0.49218 3.23865 0.17
O 7.29448 -7.71340 2.25284 0.17
O -1.90561 -1.79065 -0.42212 -0.14
O 8.62129 -6.49849 0.88156 0.07
O 6.32843 -1.37217 4.51412 0.07
O -1.23489 5.29894 2.58843 -0.16
N -2.73147 1.08543 -0.97389 -0.03
C 0.29269 2.94304 -1.21747 -0.18
C -1.30263 3.86704 2.65029 -0.16
C -2.91679 2.16208 0.08386 -0.20
C 5.82684 -0.22807 3.96645 -0.54
C -0.71879 5.64700 1.28075 -0.26
C -3.24928 -1.54316 -0.93445 -0.25
C -3.37884 -2.32124 -2.29701 -0.16
C -6.32796 -0.84533 -0.88122 -0.18
C -5.24066 0.25931 -1.22432 -0.13
C -3.73323 -0.05004 -0.69562 -0.26
C -2.70777 3.28126 2.11861 -0.11
C 5.36010 -3.33209 5.56245 -0.01
C -3.23415 3.66337 -4.03018 -0.09
C -0.75465 0.01708 -2.55168 -0.49
C 0.64426 0.44027 -3.26333 -0.83
C 5.37725 -1.82101 5.48278 -0.33
C 8.68400 -5.09928 0.62065 -0.11
C 4.09721 -1.23115 4.96504 -0.12
C 8.35649 -4.50504 1.96144 -0.34
C -0.19204 1.60456 -0.54963 -0.14
C -4.24783 -3.02851 -4.58590 -0.16
C -1.27096 0.63244 -1.17198 -0.21
C -4.54186 -2.07660 -3.31924 -0.21
C -0.73198 -0.11797 2.48165 0.07
C -3.24298 1.98197 -2.11377 -0.22
C -0.70230 7.24147 1.08427 -0.06
C 7.74778 -6.66594 1.91401 -0.54
C -1.04633 -0.69667 -0.20848 -0.50
C -0.82569 -0.42068 1.30710 -0.23
C 7.70008 -3.14517 1.87962 -0.02
C 0.93197 -0.61186 -4.48738 -0.31
C -2.34923 3.04481 -2.82327 -0.25
H 9.67690 -4.81436 0.27088 0.14
H -4.13193 2.62884 -1.81364 0.15
H 0.78241 -0.14091 -5.49951 0.06
H 7.58782 -2.72107 2.87902 0.07
H 5.33748 -3.77775 4.56481 0.09
H -4.02142 2.43379 0.20514 0.15
H 6.69449 -3.21940 1.45722 0.09
H 0.41691 1.41770 -3.80654 0.04
H 3.38245 -1.02618 5.76300 0.14
H -0.74017 -1.12507 -2.60035 0.02
H -3.32356 4.04964 1.56910 0.14
H -3.29163 3.04081 3.06660 0.15
H -3.70690 1.43118 -2.97109 0.03
H -0.66410 7.68191 2.12386 0.09
H -3.50862 -3.43083 -2.02772 0.15
H 0.43086 -1.60805 -4.33593 0.06
H 0.78245 1.05934 -0.29549 0.04
H -5.32374 0.30898 -2.34852 0.10
H -0.41950 3.45413 2.07691 0.12
H -0.38875 3.78742 -0.87735 0.09
H -2.43953 3.15830 -0.21239 0.14
H -0.36849 1.98453 0.50718 0.11
H 3.61048 -1.84656 4.20137 0.11
H 5.65118 -1.39364 6.45277 0.16
H -1.46714 5.24331 0.52600 0.10
H -3.75465 4.61086 -3.71766 0.09
H 6.26996 -3.69468 6.04529 0.09
H -5.51466 -2.47218 -2.89269 0.11
H -3.84930 -2.22368 -0.22866 0.13
H -0.82628 0.07201 3.57522 0.09
H -4.77334 -4.01878 -4.52523 0.13
H -2.55939 3.89111 -4.91660 0.09
H -2.41909 -2.40706 -2.90885 0.08
H 7.95069 -4.85591 -0.15448 0.14
H -4.63143 -1.05774 -3.78103 0.06
H 0.15937 7.54278 0.42784 0.08
H -6.89272 -1.15815 -1.82249 0.13
H -1.39883 2.71929 -3.31640 0.05
H -1.68480 7.50350 0.57441 0.08
H 4.50109 -3.68989 6.13324 0.09
H 0.49176 2.95215 -2.31758 0.09
H -4.01506 2.94604 -4.41097 0.07
H -2.08596 3.96433 -2.20475 0.11
H -5.93451 -1.82452 -0.49178 0.10
H -5.59125 1.28895 -0.89067 0.13
H 0.33231 5.25864 1.13760 0.12
H -3.13605 -3.12090 -4.79234 0.11
H 2.03516 -0.89979 -4.53009 0.03
H -4.97528 -1.45852 1.39460 0.07
H 8.29047 -2.45325 1.27591 0.10
H -1.18995 3.55137 3.73261 0.14
H 0.33770 -3.75427 -1.17568 0.06
H 9.24113 -4.46085 2.60506 0.16
H -3.29088 -0.19807 2.11737 0.03
```

Its charge is +1. The value obtained for the highest occupied orbital energy is -11.0 eV.



(2)
A structure of composition C32H55B2CdNO14 in a non-equilibrium geometry. Source: the Open Molecules 2025 dataset; level of theory: ωB97M-V/def2-TZVPD.

XYZ file:
```
105
Properties=species:S:1:pos:R:3:lowdin_charge:R:1
Cd -1.28498 -0.94455 -0.49146 1.37
O -1.47571 -1.35227 -4.13767 0.05
O 5.81102 3.86527 3.48744 0.10
O -1.16131 2.14757 -3.33244 -0.04
O -0.51651 -2.88211 0.30322 0.01
O 1.56170 0.60519 -3.95776 0.02
O -5.31974 -1.13548 4.17711 0.04
O -5.35065 -2.19254 6.08309 0.09
O -0.36968 -1.76681 -2.23984 0.05
O -2.15837 0.68805 -1.87202 0.03
O 5.03902 3.65605 1.38995 0.05
O 1.18670 -2.83600 5.49846 0.03
O 2.48107 0.04236 -1.97763 0.05
O 3.00750 -2.44949 6.80870 0.05
O 0.14325 -4.79930 -0.59262 0.04
N -0.35846 3.13953 0.60533 0.03
C -3.21086 -1.80291 4.90876 -0.09
C -0.86047 3.84788 1.70218 -0.12
C 0.82650 -0.87794 4.38470 -0.16
C 4.18332 2.94002 0.66038 -0.25
C 2.50840 2.73243 -4.38750 -0.12
C 2.25575 -0.97177 4.82888 -0.08
C -0.64011 3.88472 -0.51326 -0.16
C 0.30692 -3.77534 0.22564 -0.44
C 1.58951 1.61048 -4.95297 -0.12
C -4.67219 -1.72548 5.18509 -0.51
C 5.30175 3.18389 2.60623 -0.46
C 3.74535 1.93211 1.60668 -0.19
C 4.67139 1.78985 2.77150 -0.03
C 2.21844 -2.11000 5.87684 -0.43
C -1.70475 -2.08807 -5.30711 -0.18
C 1.29412 -5.64828 -0.67278 -0.12
C -4.26879 -0.71830 3.22470 -0.14
C 0.22156 -2.22591 4.62441 -0.11
C -2.24361 1.64051 -2.61866 -0.39
C -2.80748 3.72468 -3.62721 -0.10
C -0.10455 -3.25647 -4.07169 -0.05
C -1.08965 5.07962 -0.09659 -0.15
C -1.43539 3.29511 -4.13247 -0.17
C -1.33376 5.07532 1.30035 -0.09
C 2.44807 -4.81634 0.10460 -0.11
C -0.56595 -1.99664 -3.38194 -0.43
C 1.59829 -3.92743 0.98008 -0.07
C -1.11336 -3.46809 -5.17357 -0.15
C 2.28543 0.91460 -2.87735 -0.41
C -3.52899 2.43970 -2.92372 0.00
C 2.84196 2.31718 -2.97761 -0.08
C -2.97854 -0.55141 4.00174 -0.12
B -0.09040 0.10788 0.69903 -0.53
B -3.27753 -1.52494 0.03727 -0.48
H 4.20771 1.40987 3.68183 0.13
H -2.77466 4.41760 -2.78644 0.10
H -4.11422 2.57469 -2.01412 0.13
H -1.62649 5.87808 1.96087 0.09
H -4.24469 -1.42702 2.39691 0.10
H -0.77579 3.32458 2.64313 0.11
H 0.48331 -0.48332 0.00220 -0.04
H -2.78894 -2.14404 -5.40450 0.13
H -2.47804 -1.60700 0.75723 -0.09
H -3.30714 4.32357 -4.38863 0.11
H -1.35289 5.88401 -0.76746 0.09
H -3.01362 0.38150 4.56435 0.13
H 2.19416 2.85601 -2.28615 0.12
H -2.65907 -1.67916 5.84059 0.12
H -2.89800 -1.72804 -0.95215 -0.07
H -0.69183 4.06083 -3.91137 0.12
H 0.93399 -3.31282 -4.39779 0.14
H -0.39196 3.49949 -1.49123 0.09
H -4.14349 -2.15561 0.16612 -0.02
H 0.53534 1.87677 -5.02991 0.09
H 2.05143 -2.93695 1.02150 0.13
H -0.69635 -3.61060 -6.17052 0.12
H -2.20803 -0.68427 3.24229 0.11
H 0.53032 0.61133 1.42393 -0.01
H 3.05677 -4.29400 -0.63346 0.12
H 0.20696 -2.86233 3.73962 0.12
H 3.82274 2.49928 -2.53826 0.12
H -0.23958 -4.18555 -3.51790 0.12
H 2.71361 -0.22435 5.47684 0.12
H -1.27875 2.97352 -5.16210 0.12
H -4.48186 0.32585 2.99568 0.13
H -0.10337 2.16230 0.59765 0.04
H 4.70417 2.59707 -0.23360 0.13
H 1.40786 -4.27015 1.99712 0.13
H 2.97023 -1.24957 4.05400 0.13
H 3.38636 3.63193 0.38797 0.14
H -1.90259 -4.21359 -5.07629 0.12
H 3.61703 1.01387 1.03355 0.12
H 1.04189 -6.58328 -0.17252 0.12
H 1.61578 -5.99059 -1.65637 0.12
H -1.33826 -1.49967 -6.14829 0.13
H 5.59037 1.34274 2.39245 0.14
H -4.18181 1.81823 -3.53666 0.12
H 2.76437 2.31450 1.88873 0.12
H -0.78849 -0.57336 1.16036 -0.07
H 0.34820 -0.02602 4.86798 0.13
H -3.65474 -0.51499 0.08139 -0.04
H -0.68197 0.74085 0.05588 -0.05
H -0.80872 -2.08977 4.95319 0.09
H 0.82752 -0.51495 3.35692 0.09
H -3.05396 -2.73971 4.37406 0.14
H 3.33629 3.16294 -4.95086 0.12
H 1.87119 1.18019 -5.91401 0.13
H 2.96726 -5.69270 0.49260 0.11
H 1.88926 3.61600 -4.23235 0.10
```

The value obtained for the highest occupied orbital energy is -8.3 eV.



(3)
A structure of composition C32H55ClFInN3O18 in a non-equilibrium geometry. Source: the Open Molecules 2025 dataset; level of theory: ωB97M-V/def2-TZVPD.

XYZ file:
```
111
Properties=species:S:1:pos:R:3:lowdin_charge:R:1
In 0.17623 0.36542 -2.09972 0.68
Cl 1.76088 2.96290 -0.09212 0.59
F -1.33608 0.21968 -3.52406 -0.57
O 0.87282 -6.95314 -4.00071 0.07
O -2.91980 -5.19761 -0.61835 0.05
O -2.47902 3.98424 2.32218 0.17
O 0.43230 -9.02991 -4.75099 0.15
O -2.36653 -3.14043 -1.28120 0.10
O -6.49245 -0.76728 0.79111 0.09
O 6.32707 1.69970 1.20557 0.05
O 1.38230 2.02881 5.32026 0.06
O -3.87026 2.45984 1.47027 0.07
O -0.93536 -4.31373 -0.00414 0.15
O 7.91612 2.42769 2.59696 0.06
O -6.84967 1.32261 0.08556 -0.01
O 1.73875 4.06784 4.46488 0.07
O 3.51983 2.72297 4.98984 0.12
O -6.44428 -0.31153 -1.41440 0.17
O -2.78457 3.84833 0.12065 0.11
O 8.44477 0.97587 0.95253 0.16
O 0.72259 -8.64137 -2.55058 0.08
N 4.05712 -0.15528 -1.97015 0.03
N 5.69713 0.03382 -3.54566 0.14
N 5.90365 1.40357 -1.66332 0.11
C -2.99435 3.48801 1.39207 -0.58
C -4.10596 -4.60987 -1.17531 -0.10
C -4.44169 -2.29497 -2.18069 -0.02
C -3.37331 2.84424 -0.72013 -0.30
C 1.32495 2.18276 -2.68515 -0.33
C -6.58577 0.04353 -0.29420 -0.57
C -6.46045 0.06608 1.96340 -0.32
C -3.87647 3.44262 -2.01111 0.00
C 1.31656 -1.56062 -2.22822 -0.28
C 4.26667 -1.54736 -1.50492 -0.22
C 1.92545 4.57684 -2.24940 -0.16
C 1.77112 -2.02190 -0.82437 -0.29
C 0.84181 -6.36127 -2.69012 -0.08
C -0.51474 5.05389 4.52329 -0.03
C -3.54238 -3.49558 -2.02240 -0.32
C 2.32810 2.93211 4.93292 -0.53
C 6.75898 3.24839 2.83042 -0.09
C 4.49170 3.18554 1.73566 -0.06
C 0.65479 -8.28082 -3.85641 -0.57
C 0.67952 -7.47086 -0.41667 -0.02
C 5.64943 2.40106 2.26759 -0.32
C 0.10991 2.71153 5.32153 -0.09
C 7.64052 1.63435 1.52796 -0.56
C -4.44972 2.29374 0.17367 -0.09
C -7.11032 -0.62170 3.13888 -0.02
C 5.23257 0.39766 -2.44631 -0.58
C 1.24790 -7.52113 -1.81140 -0.32
C -7.18783 1.29800 1.47760 -0.09
C 0.32477 3.79679 4.30587 -0.31
C 3.27448 -1.96102 -0.45589 -0.19
C 1.14781 3.36412 -1.74359 -0.83
C -1.96983 -4.22002 -0.57959 -0.56
H 1.41665 -3.02906 -0.64668 0.07
H 0.56944 -2.27519 -2.56531 0.01
H 6.62813 0.91598 -1.14797 0.07
H -0.40554 -7.57357 -0.43867 0.09
H -3.23092 -3.86739 -3.00291 0.16
H -4.47834 4.33228 -1.81595 0.09
H -4.58023 -1.79155 -1.22940 0.07
H 2.39254 2.03504 -2.82539 0.02
H 5.31087 1.66349 2.99828 0.16
H -2.62706 2.10508 -0.91652 0.12
H 1.38862 4.97554 -3.09771 0.07
H -5.37975 2.86735 0.12726 0.14
H -6.49669 -1.45539 3.47886 0.09
H 0.92517 2.52641 -3.63821 0.04
H 1.52866 -5.52058 -2.63188 0.14
H -0.68705 2.02865 5.03846 0.14
H -8.27389 1.21824 1.57275 0.14
H -0.47832 0.62466 -0.46319 -0.07
H -7.24256 0.07113 3.96989 0.09
H -4.47307 2.71940 -2.56706 0.10
H -0.08182 3.09434 6.32783 0.14
H 4.78351 3.77366 0.86342 0.09
H 1.24480 -1.42512 -0.08788 0.05
H 2.33592 -7.62506 -1.77497 0.16
H 3.57610 -2.93752 -0.09351 0.10
H 2.92199 4.25736 -2.52645 0.07
H -6.85113 2.20832 1.96831 0.14
H 1.06523 -8.29473 0.18544 0.08
H 1.99930 5.35324 -1.49614 0.05
H -4.66223 -5.34256 -1.75573 0.13
H 0.16511 3.41478 3.29499 0.15
H 2.07407 -1.54096 -3.00077 0.02
H -8.08027 -1.03298 2.85681 0.09
H 5.27132 -1.59147 -1.07813 0.11
H -4.66588 1.24551 -0.01835 0.13
H -5.41440 0.29059 2.18741 0.15
H -3.04022 3.75249 -2.63702 0.09
H -0.17159 -6.00793 -2.48860 0.13
H 6.55514 0.54554 -3.71617 0.04
H -5.41508 -2.58114 -2.57736 0.09
H 3.70425 0.40727 -1.20553 0.10
H 6.63539 3.45055 3.89122 0.14
H 5.25380 1.79781 -0.99521 0.05
H 4.29831 -2.18728 -2.37561 0.11
H -4.73312 -4.24840 -0.35618 0.14
H 0.93621 -6.53226 0.07337 0.09
H 4.08802 3.85399 2.49592 0.09
H 3.40859 -1.30003 0.39667 0.10
H -0.22039 5.57640 5.43627 0.09
H 0.11378 3.67825 -1.71161 0.08
H 6.88942 4.19304 2.29634 0.14
H 3.68910 2.53687 1.40330 0.01
H -0.36682 5.75153 3.70013 0.09
H -3.98799 -1.57230 -2.85934 0.10
H -1.57415 4.81110 4.56966 0.07
```

Its charge is -1. The value obtained for the highest occupied orbital energy is -4.8 eV.



Look up the highest occupied orbital energy of the third one. -4.8 eV



Which of these has the highest highest occupied orbital energy? C32H55ClFInN3O18



Among the records above, which one has the lowest highest occupied orbital energy? C32H54F3I3NO11P2



Among the records above, which one has the lowest highest occupied orbital energy? C32H54F3I3NO11P2